(1)
Entry from the OMol25 dataset: C42H37BN9PdS as an isolated structure (ωB97M-V/def2-TZVPD).

```
91
Properties=species:S:1:pos:R:3:lowdin_spin:R:1
Pd 0.2884 0.1691 -0.2337 1.47
C 1.4110 -0.8802 -5.6235 0.00
C 0.5001 -0.2860 -4.5329 0.00
C -0.7929 0.2125 -4.5357 0.00
C -1.1483 0.4511 -3.2630 0.01
N -0.1022 0.1378 -2.4789 0.08
N 0.9001 -0.3037 -3.2669 0.00
B 2.2152 -0.7088 -2.5821 0.00
N 2.8410 0.5400 -1.9236 0.00
N 2.0835 1.1614 -0.9777 0.10
C 2.5428 2.4392 -0.9130 0.01
C 3.6256 2.5967 -1.7833 0.00
C 3.7116 1.3982 -2.4606 0.00
C 4.6891 1.1008 -3.5009 0.00
C 2.1146 3.4580 -0.0057 0.00
C 0.7350 3.7793 0.1473 0.00
C 0.3659 4.8407 0.9927 0.00
C 1.3037 5.5545 1.7507 0.00
C 2.6783 5.2622 1.5830 0.00
C 3.0574 4.2237 0.7453 0.00
N 2.1019 -1.8776 -1.5914 0.01
N 1.3419 -1.7320 -0.4209 0.12
C 1.5477 -2.8281 0.2848 0.01
C 2.3171 -3.7106 -0.4725 0.00
C 2.6773 -3.0969 -1.6129 0.00
C 3.3337 -3.7461 -2.7896 0.00
C 0.9202 -3.0623 1.6467 0.00
C -0.3826 -3.5322 1.7471 0.00
C -0.8841 -3.5529 3.0698 0.00
C -0.0598 -3.3308 4.1838 0.00
C 1.1855 -2.8160 4.0436 0.00
C 1.6990 -2.6834 2.7215 0.00
C -2.4591 0.8326 -2.6648 0.00
C -2.5326 1.7361 -1.5744 0.00
C -3.7377 1.9802 -1.0161 0.00
C -4.8970 1.3251 -1.4314 0.00
C -4.8213 0.3711 -2.4034 0.00
C -3.6238 0.1534 -3.0927 0.00
H 0.9779 -0.9529 -6.6311 0.00
H 1.6855 -1.9047 -5.3283 0.00
H 2.3104 -0.3458 -5.7414 0.00
H -1.4736 0.3997 -5.3810 0.00
H 2.9109 -1.1372 -3.3818 0.00
H 4.2134 3.5411 -1.8148 0.00
H 5.3907 1.9696 -3.5705 0.00
H 4.3069 0.9460 -4.4986 0.00
H 5.3428 0.2779 -3.3845 0.00
H -0.0162 3.2141 -0.3934 0.00
H -0.6932 5.0696 1.1276 0.00
H 0.8950 6.3565 2.4091 0.00
H 3.3131 5.8615 2.1947 0.00
H 4.1403 3.9618 0.6210 0.00
H 2.7090 -4.6699 -0.1687 0.00
H 3.8335 -4.6532 -2.5291 0.00
H 4.1478 -3.1671 -3.2044 0.00
H 2.6180 -3.9802 -3.5612 0.00
H -0.9682 -3.8377 0.9088 0.00
H -1.9518 -3.9532 3.1921 0.00
H -0.6033 -3.4504 5.1069 0.00
H 1.7868 -2.5107 4.8893 0.00
H 2.6763 -2.3017 2.4621 0.00
H -1.6842 2.1571 -1.0698 0.00
H -3.7833 2.7561 -0.2988 0.00
H -5.8097 1.5525 -0.9211 0.00
H -5.7708 -0.1562 -2.5601 0.00
H -3.6328 -0.6031 -3.8977 0.00
N -2.7785 0.0260 2.9157 0.00
C -3.7222 -1.0522 2.6706 0.00
C -4.4419 -1.5787 3.7766 0.00
C -5.3237 -2.6275 3.6473 0.00
C -5.4862 -3.1910 2.3936 0.00
C -4.7937 -2.7181 1.3079 0.00
C -3.9024 -1.6429 1.3758 0.00
S -2.9655 -1.0062 0.0347 0.00
N -1.7109 -0.3417 0.9101 0.06
C -1.7312 0.1340 2.1131 0.01
C -0.5681 0.9040 2.5970 0.01
C -0.6724 1.7621 3.6984 0.00
C 0.4770 2.4872 4.0840 0.00
C 1.6318 2.2157 3.5017 0.00
C 1.6603 1.4604 2.3219 0.01
N 0.6154 0.8482 1.8487 0.07
H -2.7420 0.2529 3.9185 0.00
H -4.2633 -1.0770 4.7098 0.00
H -5.8774 -2.9008 4.5697 0.00
H -6.1214 -4.0387 2.4142 0.00
H -4.8592 -3.3054 0.3335 0.00
H -1.6689 1.7707 4.1761 0.00
H 0.4624 3.2814 4.8927 0.00
H 2.5412 2.7827 3.7275 0.00
H 2.6233 1.5392 1.7210 0.00
```

Summary:
**Multiplicity**: 3
**Charge**: +1
**LUMO level (alpha / beta)**: -3.025 / -3.741 eV


(2)
Entry from the OMol25 dataset: C42H37BrCl2F4NO3PPtSi as an isolated structure (ωB97M-V/def2-TZVPD).

```
93
Properties=species:S:1:pos:R:3:mulliken_charge:R:1
Pt 0.8745 -0.3940 0.0443 3.87
F 0.3273 3.4021 6.1376 -0.25
C 0.7464 2.6771 5.1253 0.54
C 2.0354 2.1798 5.1009 0.37
F 2.8654 2.4275 6.0920 -0.26
C 2.4448 1.4099 4.0219 -0.01
F 3.6974 0.9668 4.0514 -0.38
C 1.6162 1.1162 2.9433 -0.42
P 2.3249 0.0269 1.6490 -0.82
C 2.7829 -1.4511 2.5909 0.78
C 1.7442 -2.3110 2.9484 -0.82
C 1.9931 -3.4341 3.7173 -0.53
C 3.2904 -3.7150 4.1265 -0.69
C 4.3278 -2.8631 3.7754 -0.79
C 4.0798 -1.7286 3.0169 -0.40
C 3.7760 0.8956 1.0466 0.82
C 4.7995 0.1960 0.4097 -0.85
C 5.8847 0.8856 -0.1039 -1.05
C 5.9387 2.2709 -0.0149 -0.84
C 4.9004 2.9714 0.5795 -0.81
C 3.8192 2.2860 1.1115 -0.69
C 0.3285 1.6505 2.9867 0.54
Br -0.9360 1.5052 1.5801 -0.15
C -0.1013 2.4125 4.0571 0.18
F -1.3288 2.9158 4.0925 -0.33
H 0.7293 -2.0946 2.6266 0.28
H 1.1779 -4.0881 3.9999 0.52
H 3.4922 -4.5930 4.7256 0.43
H 5.3375 -3.0725 4.1023 0.47
H 4.8943 -1.0556 2.7914 0.52
H 4.7507 -0.8816 0.3034 1.10
H 6.6908 0.3417 -0.5790 0.48
H 6.7889 2.8036 -0.4196 0.45
H 4.9293 4.0512 0.6326 0.47
H 3.0103 2.8461 1.5649 0.41
O -1.5236 -1.6646 1.6022 0.63
C -2.3524 -2.6406 1.8725 0.35
C -1.9387 -3.0182 -1.7188 0.82
O -3.0278 -3.3881 -1.8405 -0.43
O -0.8441 -2.6458 -1.5752 -0.38
C -1.7979 -3.9579 1.8485 0.49
C -2.4324 -4.9977 2.5556 -0.41
C -1.8697 -6.2582 2.5595 -1.00
C -0.6920 -6.4901 1.8558 -0.50
C -0.0509 -5.4645 1.1648 -0.87
C -0.5901 -4.1971 1.1699 0.56
C -3.7282 -2.3165 2.1406 0.02
C -4.0395 -1.1397 2.8421 -0.38
C -5.3598 -0.8048 3.0610 -0.90
C -6.3710 -1.6154 2.5502 -0.47
C -6.0715 -2.7697 1.8376 -0.92
C -4.7525 -3.1342 1.6397 -0.27
H -1.9737 -0.7981 1.5435 -0.11
H -3.3323 -4.8013 3.1202 0.62
H -2.3404 -7.0585 3.1129 0.47
H -0.2652 -7.4851 1.8494 0.47
H 0.8701 -5.6571 0.6314 0.52
H -0.1042 -3.3961 0.6306 0.03
H -3.2574 -0.5250 3.2754 0.56
H -5.6096 0.0794 3.6305 0.47
H -7.4055 -1.3394 2.7086 0.44
H -6.8655 -3.3816 1.4331 0.44
H -4.5122 -4.0151 1.0596 0.55
C 4.5506 -1.7713 -2.5940 -1.47
Si 2.7149 -1.6901 -2.2143 0.40
C 1.8015 -1.8598 -3.8296 -1.10
C 2.3725 -3.1079 -1.0316 -0.01
N 2.0905 -0.1799 -1.4634 -0.62
C 2.3987 1.1328 -1.8533 1.06
C 1.6505 2.2356 -1.4104 -0.55
C 1.9542 3.5217 -1.8286 -1.13
C 2.9942 3.7505 -2.7189 -0.75
C 3.7355 2.6669 -3.1680 -0.94
C 3.4592 1.3809 -2.7313 -0.44
H 4.8223 -2.8311 -2.6015 0.47
H 5.1780 -1.2748 -1.8533 0.31
H 4.8037 -1.3746 -3.5777 0.49
H 2.1160 -2.7654 -4.3541 0.37
H 2.0281 -1.0132 -4.4828 0.35
H 0.7186 -1.8946 -3.6924 0.18
H 2.0994 -3.9913 -1.6145 0.48
H 1.5860 -2.9231 -0.3004 -0.81
H 3.2817 -3.3532 -0.4757 0.48
H 0.8217 2.1031 -0.7252 0.62
H 1.3591 4.3479 -1.4568 0.47
H 3.2266 4.7526 -3.0517 0.46
H 4.5509 2.8173 -3.8637 0.47
H 4.0835 0.5745 -3.0891 0.22
Cl -1.9967 3.2299 -1.5105 -0.12
C -1.5267 2.0009 -2.6664 -0.30
Cl -1.3472 0.3914 -1.8770 -0.05
H -0.5510 2.2378 -3.0737 0.10
H -2.2891 1.8812 -3.4258 0.42
```

Summary:
**Multiplicity**: 1
**Charge**: +2
**LUMO level (alpha / beta)**: -7.079 / -7.079 eV


(3)
Entry from the OMol25 dataset: C42H37IrN5O6S3 as an isolated structure (ωB97M-V/def2-TZVPD).

```
94
Properties=species:S:1:pos:R:3:mulliken_charge:R:1
Ir 0.5485 -0.0770 0.2100 2.95
C 7.6859 7.6285 -8.4855 -0.85
O 7.0940 8.0343 -7.2591 -0.45
C 6.4281 7.1025 -6.5422 0.94
C 5.9241 7.5302 -5.3132 -0.68
C 5.2285 6.6512 -4.5128 -0.56
C 5.0221 5.3292 -4.9129 0.01
C 5.5317 4.9115 -6.1335 -0.89
C 6.2297 5.7873 -6.9531 -0.35
C 4.2728 4.3803 -4.0822 0.36
N 4.3467 3.0710 -4.1556 -0.81
C 3.4445 2.6140 -3.2305 0.89
C 2.8158 3.6534 -2.5905 0.29
N 3.3525 4.7873 -3.1516 -0.11
C 1.8041 3.4776 -1.5894 0.42
C 1.1476 4.4816 -0.8731 -0.72
C 0.1929 4.1339 0.0520 -1.11
C -0.0825 2.7893 0.2864 -0.35
N 0.5515 1.8133 -0.3611 0.18
C 1.4769 2.1520 -1.2987 0.04
C 2.1297 1.0551 -1.9562 -0.75
N 1.7426 -0.1699 -1.5463 0.04
C 2.3704 -1.2369 -2.0166 -0.59
C 3.4055 -1.1268 -2.9461 -0.92
C 3.7892 0.1183 -3.3950 -0.93
C 3.1357 1.2502 -2.8965 0.93
H 8.2231 8.4946 -8.8589 0.24
H 6.9249 7.3329 -9.2107 0.35
H 8.3873 6.8063 -8.3302 0.35
H 6.1011 8.5524 -5.0069 0.44
H 4.8690 7.0000 -3.5508 0.29
H 5.3718 3.8878 -6.4453 0.42
H 6.6012 5.4392 -7.9052 0.40
H 3.1278 5.7423 -2.9357 0.22
H 1.3864 5.5239 -1.0437 0.47
H -0.3359 4.8850 0.6206 0.50
H -0.8362 2.4898 0.9944 0.50
H 2.0391 -2.1925 -1.6312 0.29
H 3.9019 -2.0225 -3.2919 0.50
H 4.5941 0.2465 -4.1071 0.56
O 0.3743 -2.1611 0.2470 -0.49
S -0.5079 -2.9302 1.2630 0.20
C -1.0567 -4.3710 0.2750 -1.01
C -1.1232 -4.0610 -1.2179 -0.57
C -2.2339 -3.0751 -1.5836 -0.32
C -2.1450 -2.5995 -3.0352 -0.96
S -1.1805 -1.0156 -3.1371 0.21
O -1.1817 -0.4806 -1.7292 -0.27
C -2.3521 -0.0303 -4.0472 0.30
C -2.4337 -0.1777 -5.4250 -0.44
C -3.3692 0.5669 -6.1265 -0.56
C -4.1999 1.4516 -5.4505 -0.48
C -4.0936 1.5992 -4.0741 -0.73
C -3.1634 0.8559 -3.3580 -0.27
C 0.6237 -3.7303 2.3634 0.64
C 0.1025 -4.2820 3.5273 -0.61
C 0.9655 -4.8948 4.4215 -0.64
C 2.3289 -4.9228 4.1567 -0.46
C 2.8334 -4.3447 2.9997 -0.88
C 1.9812 -3.7389 2.0871 0.04
H -2.0467 -4.6158 0.6658 0.49
H -0.3712 -5.1865 0.4948 0.52
H -1.2671 -5.0037 -1.7502 0.52
H -0.1588 -3.6550 -1.5281 0.01
H -2.1666 -2.1956 -0.9379 0.04
H -3.2143 -3.5238 -1.4100 0.49
H -3.1217 -2.4226 -3.4793 0.51
H -1.5969 -3.3050 -3.6625 0.49
H -1.7775 -0.8661 -5.9463 0.41
H -3.4448 0.4634 -7.2009 0.40
H -4.9300 2.0303 -6.0011 0.40
H -4.7391 2.2950 -3.5537 0.41
H -3.0548 0.9495 -2.2845 0.40
H -0.9607 -4.2321 3.7353 0.43
H 0.5774 -5.3324 5.3314 0.41
H 3.0033 -5.3846 4.8660 0.41
H 3.8991 -4.3506 2.8114 0.43
H 2.3585 -3.2457 1.2030 0.23
O -1.4842 -0.1310 0.9563 -0.43
N -1.7893 0.5681 2.0575 0.27
C -3.0992 0.8041 2.3030 -0.44
C -3.4829 1.4618 3.4340 -0.81
C -2.4943 1.8839 4.3372 -0.29
C -1.1754 1.6424 4.0609 -0.98
C -0.8033 0.9683 2.8823 0.98
S 0.8039 0.6609 2.4040 -0.64
H -3.7698 0.4223 1.5487 0.50
H -4.5317 1.6520 3.6060 0.44
H -2.7726 2.3967 5.2481 0.41
H -0.3859 1.9610 4.7269 0.48
O 3.4981 1.1761 0.5508 -0.46
C 3.5419 0.0015 0.8784 -0.27
O 2.5715 -0.8586 0.8571 -0.35
H 4.4978 -0.4434 1.2110 0.38
```

Summary:
**Multiplicity**: 1
**Charge**: +1
**LUMO level (alpha / beta)**: -2.498 / -2.513 eV


no.,E (eV)
1,-72552.6507
2,-178144.8878
3,-99228.5724